Computed, not measured: C2H4N6 as an isolated structure in a non-equilibrium geometry, with ωB97M-V/def2-TZVPD.

Results
F_max	7.0	eV Å⁻¹
HOMO level	-10.5	eV
ΔE to the lowest compared entry with this formula, charge and spin	4.211	eV

Structure (XYZ):
```
12
Properties=species:S:1:pos:R:3:lowdin_charge:R:1
C 0.80067 0.88421 -1.27344 -0.305
C -0.06009 -0.71881 1.60379 -0.151
H -0.20774 2.04877 0.03255 0.090
H 0.86676 0.90028 -2.68344 0.202
H 1.22062 -0.95673 -1.19410 0.052
H 0.85339 -0.94528 2.04993 0.097
N 0.10558 1.90933 -0.99527 0.056
N 1.06831 -0.33491 -0.53553 0.081
N -0.05566 -0.48802 0.23334 -0.218
N -1.23349 -1.08337 2.01351 0.037
N -2.07230 -0.73339 0.92340 0.007
N -1.28606 -0.48207 -0.17474 0.052
```

---

Computed, not measured: C6H4BrClNO6S2 as an isolated structure, with ωB97M-V/def2-TZVPD.

Results
F_max	0.5	eV Å⁻¹
HOMO level	-6.5	eV
charge	-1

Structure (XYZ):
```
21
Properties=species:S:1:pos:R:3:lowdin_charge:R:1
O -1.06242 3.30466 4.73503 -0.366
S -1.86593 2.99116 3.59059 0.184
O -2.66735 1.80507 3.64603 -0.363
Cl -3.22653 4.54840 3.48933 0.291
N -1.14306 3.25833 2.20009 -0.463
S -0.17284 2.11072 1.69394 0.159
O -0.80689 0.86592 1.35885 -0.388
O 1.07780 2.03493 2.39260 -0.373
Br 0.35613 2.99303 -0.29478 0.408
C 0.60567 -1.06086 -0.82363 0.040
C 0.91053 -2.31919 -0.51214 0.024
C 1.12288 -3.34508 -1.55797 -0.395
O 1.40105 -4.49482 -1.28048 0.083
C 0.98135 -2.92114 -2.97523 0.007
C 0.67609 -1.66690 -3.29272 0.015
C 0.46775 -0.63579 -2.24063 -0.377
O 0.19359 0.50638 -2.52943 0.075
H 0.43245 -0.29915 -0.07288 0.084
H 1.01282 -2.65119 0.51300 0.123
H 1.13986 -3.68950 -3.72182 0.114
H 0.56705 -1.33498 -4.31775 0.116
```

---

Computed, not measured: a 10-piece molecular cluster, C30H83N7O18 overall in a non-equilibrium geometry, with ωB97M-V/def2-TZVPD.

Results
F_max	5.3	eV Å⁻¹
HOMO level	-7.9	eV
ΔE to the lowest compared entry with this formula, charge and spin	0.000	eV

Structure (XYZ):
```
138
Properties=species:S:1:pos:R:3:lowdin_charge:R:1
C 6.66340 11.25353 0.81559 -0.773
O 5.79325 10.88987 1.60532 0.001
N 7.62523 11.94026 1.29514 0.201
N 6.67270 11.06677 -0.45713 0.200
H 7.58869 12.17182 2.27756 0.097
H 8.23603 12.40509 0.63866 0.121
H 7.54710 11.18545 -0.94852 0.124
H 5.87999 10.60822 -0.88306 0.129
C 2.69349 11.35794 4.84303 -0.779
O 1.59415 11.15224 5.34344 0.005
N 3.12963 12.53878 4.62307 0.183
N 3.51729 10.37588 4.49158 0.208
H 3.90850 12.48857 3.98202 0.102
H 2.53047 13.29011 4.93389 0.131
H 3.20803 9.45687 4.77424 0.078
H 4.31912 10.65013 3.94206 0.088
C -0.15720 6.65634 -1.14443 -0.089
O 0.99113 7.06817 -0.40930 -0.209
C 2.16265 7.15847 -1.19765 -0.227
C 3.27071 7.42909 -0.14244 -0.168
N 4.70360 7.45745 -0.60816 -0.063
C 5.78650 7.82480 0.24175 -0.187
C 6.41622 6.47680 0.93793 -0.218
O 6.59811 5.47820 0.01785 -0.201
C 7.32573 4.34842 0.51685 -0.076
H -0.30812 7.47601 -1.84691 0.086
H -0.96167 6.44360 -0.44040 0.090
H 0.13847 5.75289 -1.67777 0.083
H 2.07346 7.92987 -1.96256 0.117
H 2.57731 6.31284 -1.74635 0.116
H 3.12427 6.79672 0.73321 0.108
H 3.09590 8.39443 0.33260 0.111
H 4.97991 6.48642 -0.57952 0.068
H 5.46701 8.54273 0.99712 0.095
H 6.64640 8.22097 -0.29837 0.096
H 5.78502 6.14027 1.76039 0.113
H 7.36824 6.65920 1.43641 0.111
H 8.23595 4.64933 1.03556 0.065
H 7.75745 3.96347 -0.40701 0.091
H 6.73761 3.56703 0.99814 0.093
C 2.06601 6.81117 4.46103 -0.050
O 2.63332 7.77803 5.41032 -0.227
C 1.75034 8.02807 6.50529 -0.219
C 2.41059 8.98713 7.47500 -0.215
N 3.77654 8.54446 7.75296 -0.070
C 4.66679 9.42937 8.46975 -0.175
C 3.87192 9.99049 9.70180 -0.209
O 4.82298 10.35621 10.66677 -0.180
C 4.36185 11.13727 11.69028 -0.156
H 1.59338 7.27649 3.59604 0.084
H 1.36941 6.09989 4.90479 0.085
H 2.90597 6.28813 4.00385 0.078
H 1.52500 7.11109 7.04978 0.119
H 0.78598 8.48249 6.27808 0.125
H 1.87350 8.92955 8.42174 0.112
H 2.34054 10.00262 7.08515 0.091
H 4.20329 8.23193 6.89255 0.096
H 4.85953 10.26685 7.79926 0.105
H 5.59137 8.93832 8.77328 0.102
H 3.09685 9.33900 10.10542 0.119
H 3.37518 10.85948 9.27028 0.116
H 5.22925 11.34644 12.31636 0.084
H 3.87853 10.54497 12.46725 0.086
H 3.90346 12.11143 11.52001 0.093
C 7.99385 5.67500 5.22147 -0.132
O 8.82484 5.30349 4.18778 -0.205
C 8.68307 3.91425 3.82537 -0.148
C 9.99606 3.45028 2.98079 -0.160
N 11.25473 4.01077 3.50278 -0.078
C 11.76741 5.18091 2.84103 -0.229
C 12.62162 5.04086 1.53334 -0.142
O 13.24838 6.35164 1.19582 -0.201
C 12.37502 7.14299 0.37588 -0.123
H 7.57037 4.89228 5.85085 0.088
H 7.11715 6.21635 4.86589 0.090
H 8.55557 6.32229 5.89496 0.075
H 7.73342 3.71917 3.32718 0.100
H 8.68514 3.31917 4.73860 0.109
H 10.01168 3.55688 1.89613 0.090
H 10.22142 2.39137 3.10737 0.100
H 10.84468 4.49199 4.29043 0.082
H 12.43155 5.59135 3.60167 0.120
H 10.97019 5.91064 2.69948 0.100
H 11.96616 4.68884 0.73675 0.103
H 13.42040 4.31570 1.68889 0.115
H 12.65560 8.15633 0.08867 0.083
H 11.51208 7.30147 1.02265 0.060
H 12.00038 6.69230 -0.54317 0.080
C 7.95043 9.92629 4.31613 -0.269
C 7.68809 11.07206 5.27879 -0.195
O 7.58201 12.33128 4.59866 -0.093
O 6.81383 9.46543 3.69940 -0.041
H 8.26531 9.09526 4.94727 0.116
H 8.77568 10.24099 3.67736 0.101
H 8.46340 11.35458 5.99095 0.086
H 6.76865 10.82148 5.80787 0.123
H 7.65719 12.96404 5.31669 0.033
H 6.47809 10.15127 3.11759 0.016
C 12.27534 9.17698 3.54261 -0.286
C 12.27626 10.68605 3.42230 -0.223
O 11.09096 11.36187 3.84590 -0.069
O 11.06689 8.70465 3.15665 -0.041
H 12.49031 9.02877 4.60087 0.115
H 12.99161 8.45776 3.14542 0.129
H 12.35025 10.96702 2.37173 0.112
H 13.24477 11.01906 3.79535 0.113
H 10.90444 12.27690 3.62339 0.095
H 10.54069 8.94614 3.92241 0.072
C 9.08826 9.22100 8.28266 -0.180
C 8.63235 9.81222 9.63872 -0.260
O 8.69038 8.87034 10.66977 -0.033
O 8.25550 8.08900 7.84599 -0.088
H 10.11401 8.88582 8.43627 0.113
H 9.07979 9.98614 7.50640 0.083
H 7.66478 10.29275 9.49382 0.110
H 9.22050 10.71498 9.80363 0.101
H 8.00165 8.21834 10.52098 0.080
H 8.13238 7.45365 8.55505 0.066
C 5.73372 14.71273 6.21601 -0.181
C 5.47436 15.44306 4.81994 -0.210
O 5.58401 14.46848 3.82971 -0.086
O 7.12690 14.55450 6.45565 -0.098
H 5.10424 13.82984 6.32709 0.118
H 5.48771 15.42694 7.00182 0.110
H 6.26734 16.14752 4.56893 0.114
H 4.46428 15.84900 4.76463 0.121
H 6.47301 14.10662 3.81194 0.057
H 7.53400 15.41652 6.34256 0.101
C 11.20016 12.67959 6.83471 -0.248
C 10.40444 12.88242 8.09794 -0.220
O 8.98498 12.69189 8.06237 -0.074
O 12.62440 12.85183 6.89173 -0.059
H 10.98085 13.33305 5.99031 0.112
H 10.89423 11.71526 6.42903 0.099
H 10.45382 13.93363 8.38191 0.121
H 10.75753 12.26027 8.92035 0.120
H 8.61003 13.45355 7.61417 0.047
H 13.16967 12.09610 6.66119 0.081
```

---

Computed, not measured: a 3-piece molecular cluster, C2H10N2O3 overall in a non-equilibrium geometry, with ωB97M-V/def2-TZVPD.

Results
F_max	1.4	eV Å⁻¹
HOMO level	-9.9	eV
ΔE to the lowest compared entry with this formula, charge and spin	0.667	eV

Structure (XYZ):
```
17
Properties=species:S:1:pos:R:3:lowdin_charge:R:1
O -0.13714 -2.05323 1.90661 0.009
C -0.07260 -1.91149 0.70029 -0.351
N -0.57352 -0.83371 0.05145 0.031
C -0.98433 0.33479 0.77574 -0.248
N 0.10713 0.85363 1.65810 0.004
H 0.34350 -2.67021 0.02038 0.133
H -0.23722 -0.60021 -0.85856 0.080
H -1.87373 0.15012 1.37783 0.117
H -1.20960 1.14884 0.08758 0.117
H -0.30070 1.54803 2.27629 0.076
H 0.38357 0.06300 2.23497 0.056
H 0.11696 0.94326 -2.57259 0.022
H -0.58021 0.13131 -3.63904 0.043
O -0.77154 0.68148 -2.86963 -0.064
H 2.54122 0.25291 -0.42722 0.041
H 1.41684 1.15568 0.04569 0.009
O 1.83137 0.80579 -0.76790 -0.075
```

---

no.,orbital gap (eV)
1,10.9547
2,7.3061
3,7.7990
4,10.6012